Entry from the OMol25 dataset: a structure of composition C51H41ClCsN7O4PS3 (ωB97M-V with the def2-TZVPD basis set).

Total charge   -1
Energy above the lowest of the compared OMol25 structures with the same formula, charge and spin   0.910 eV
Molar mass   1111.47 g/mol
Maximum force   1.67 eV Å⁻¹
Lowest unoccupied orbital energy   1.91 eV
Electronic energy   -127041.990 eV
HOMO-LUMO gap   0.2508 Eh

Last column: Mulliken charge in e.
CARTESIAN COORDINATES (ANGSTROEM)
Cs -0.391 0.262 -0.104  1.708
Cl -4.613 -0.595 -7.034  -0.284
C -3.845 -0.320 -5.495  0.120
C -3.647 0.993 -5.057  -0.808
C -3.084 1.205 -3.835  -0.369
C -2.685 0.146 -2.955  0.013
O -2.243 0.404 -1.802  -0.450
C -2.860 -1.191 -3.464  0.902
C -2.553 -2.369 -2.724  -0.847
N -1.950 -2.454 -1.597  0.118
C -1.959 -3.611 -0.879  -0.567
C -3.133 -4.348 -0.752  -0.112
C -3.219 -5.478 0.059  -0.857
C -2.132 -5.907 0.774  -0.973
C -0.919 -5.197 0.694  1.619
C 0.212 -5.567 1.452  -0.922
C 1.353 -4.820 1.366  -0.689
C 1.358 -3.709 0.506  0.154
N 0.337 -3.343 -0.222  -0.125
C -0.809 -4.041 -0.139  0.170
C -3.450 -1.379 -4.723  -1.076
H -3.948 1.820 -5.685  0.429
H -2.918 2.216 -3.484  0.459
H -2.877 -3.300 -3.222  0.390
H -4.012 -3.999 -1.275  0.572
H -4.161 -6.006 0.128  0.387
H -2.191 -6.778 1.413  0.388
H 0.150 -6.426 2.110  0.371
H 2.228 -5.061 1.950  0.406
H 2.246 -3.095 0.428  0.221
H -3.600 -2.390 -5.077  0.390
C -1.200 4.130 -0.560  -0.221
C -0.268 3.907 -1.677  0.243
N 0.474 2.887 -1.842  0.257
C 1.279 2.968 -2.934  -0.186
C 1.122 4.111 -3.667  -0.524
S -0.061 5.128 -2.948  -0.313
C 2.210 1.888 -3.174  -0.025
C 3.370 1.942 -3.897  -0.637
S 4.191 0.432 -3.827  -0.271
C 2.879 -0.178 -2.806  0.377
N 1.968 0.685 -2.590  0.060
C 2.911 -1.542 -2.242  -0.516
H -1.034 3.363 0.191  -0.465
H -2.234 4.101 -0.905  0.253
H -1.004 5.097 -0.099  0.462
H 1.623 4.414 -4.562  0.472
H 3.801 2.764 -4.432  0.454
H 3.482 -2.211 -2.883  0.513
H 1.894 -1.904 -2.106  0.019
H 3.382 -1.494 -1.258  0.058
O 2.824 0.219 0.904  -0.394
N 2.760 -0.447 2.064  0.127
C 3.616 -1.362 2.318  -1.102
C 3.430 -2.009 3.590  0.526
C 4.436 -2.715 4.245  -1.018
C 4.236 -3.168 5.535  -0.559
C 3.021 -2.933 6.162  -0.896
C 1.989 -2.306 5.486  -0.451
C 2.168 -1.832 4.192  0.016
P 0.863 -1.060 3.151  2.330
C -0.585 -1.872 4.019  0.170
C -1.143 -2.900 3.268  -0.695
C -2.133 -3.718 3.781  -0.027
C -2.560 -3.538 5.085  -0.722
C -2.034 -2.496 5.834  -1.208
C -1.082 -1.646 5.301  0.192
C 0.670 0.586 3.902  0.182
C -0.585 1.174 3.776  0.000
C -0.825 2.430 4.294  -0.568
C 0.184 3.111 4.955  -0.731
C 1.435 2.532 5.080  -0.540
C 1.685 1.276 4.550  -0.548
H 2.057 0.954 1.006  0.125
H 4.450 -1.610 1.665  0.321
H 5.386 -2.881 3.756  0.421
H 5.021 -3.692 6.062  0.390
H 2.868 -3.260 7.181  0.438
H 1.039 -2.185 5.984  0.438
H -0.785 -3.042 2.257  -0.070
H -2.560 -4.498 3.165  0.371
H -3.301 -4.200 5.517  0.369
H -2.373 -2.343 6.849  0.390
H -0.722 -0.806 5.882  0.602
H -1.366 0.638 3.253  -0.046
H -1.802 2.880 4.182  0.522
H -0.003 4.097 5.357  0.345
H 2.226 3.066 5.588  0.340
H 2.669 0.837 4.632  0.394
O 0.828 4.017 1.860  -0.626
C 1.446 3.003 1.596  -0.591
O 0.987 1.876 1.256  -0.068
H 2.579 3.054 1.649  0.107
N -3.950 2.094 -0.551  -0.102
C -4.178 1.806 0.721  0.499
N -3.759 0.765 1.338  -0.249
C -4.205 0.704 2.621  -0.616
C -3.955 -0.335 3.508  -0.129
C -4.489 -0.271 4.779  -0.539
C -5.265 0.809 5.182  -0.703
C -5.540 1.851 4.310  -0.528
C -5.018 1.785 3.034  0.884
S -5.219 2.903 1.710  -0.406
H -3.289 1.485 -1.063  -0.204
H -4.244 2.972 -0.938  0.274
H -3.338 -1.162 3.190  0.659
H -4.301 -1.083 5.467  0.370
H -5.664 0.841 6.187  0.389
H -6.139 2.696 4.617  0.397

***

Entry from the OMol25 dataset: a structure of composition C51H41CsN3O2S2 (ωB97M-V with the def2-TZVPD basis set).

Total charge   +1
Energy above the lowest of the compared OMol25 structures with the same formula, charge and spin   0.000 eV
Molar mass   924.95 g/mol
Maximum force   1.50 eV Å⁻¹
Lowest unoccupied orbital energy   -2.19 eV
Electronic energy   -84333.969 eV
HOMO-LUMO gap   0.3021 Eh

Last column: Mulliken charge in e.
CARTESIAN COORDINATES (ANGSTROEM)
Cs 0.454 0.022 -0.351  1.638
C 1.554 3.521 -1.470  -1.250
C 0.858 3.854 -0.188  0.866
C 1.344 4.842 0.665  -0.637
C 0.711 5.059 1.874  -0.600
C -0.400 4.298 2.197  -0.898
C -0.837 3.342 1.287  0.772
N -0.213 3.123 0.126  -0.345
C -2.057 2.540 1.582  0.157
C -3.160 3.168 2.155  -0.737
C -4.290 2.418 2.423  -0.839
C -4.278 1.069 2.125  -0.737
C -3.134 0.517 1.558  0.070
N -2.046 1.240 1.281  0.120
C -3.093 -0.936 1.238  0.893
C -3.707 -1.861 2.075  -0.863
C -3.648 -3.202 1.738  -0.761
C -2.981 -3.579 0.590  -0.396
C -2.381 -2.594 -0.195  0.715
C -1.584 -2.962 -1.412  -1.198
N -2.447 -1.304 0.130  -0.266
H 2.159 4.349 -1.840  0.434
H 0.841 3.248 -2.245  0.318
H 2.227 2.679 -1.297  0.107
H 2.212 5.422 0.376  0.382
H 1.079 5.814 2.559  0.489
H -0.911 4.431 3.142  0.514
H -3.141 4.232 2.354  0.538
H -5.173 2.882 2.844  0.444
H -5.153 0.457 2.298  0.501
H -4.206 -1.539 2.979  0.494
H -4.121 -3.946 2.371  0.474
H -2.911 -4.619 0.297  0.407
H -1.949 -3.886 -1.862  0.427
H -0.537 -3.123 -1.137  0.186
H -1.623 -2.169 -2.159  0.321
C 1.358 -8.883 1.854  -1.544
C 1.147 -7.394 1.799  0.972
C 0.163 -6.784 2.580  -0.887
C -0.014 -5.411 2.554  -0.580
C 0.805 -4.637 1.746  0.372
C 1.780 -5.216 0.952  -0.275
C 1.942 -6.590 0.984  -0.838
S 0.597 -2.849 1.676  0.986
O 1.507 -2.411 0.577  -0.663
C 1.282 -2.327 3.252  1.348
C 0.290 -2.107 4.236  -1.157
C 0.631 -1.624 5.465  -1.227
C 1.977 -1.317 5.760  1.045
C 2.353 -0.784 7.019  -0.981
C 3.658 -0.483 7.284  -0.673
C 4.652 -0.700 6.306  -0.857
C 4.325 -1.207 5.082  -0.965
C 2.976 -1.530 4.770  0.472
C 2.607 -2.044 3.491  -0.994
C 3.672 -2.231 2.457  0.026
C 4.375 -3.465 2.397  0.443
C 4.092 -4.534 3.281  -0.565
C 4.760 -5.721 3.170  -0.897
C 5.741 -5.900 2.172  -0.734
C 6.041 -4.882 1.309  -0.982
C 5.371 -3.639 1.400  0.812
C 5.662 -2.573 0.510  -1.265
C 4.989 -1.392 0.596  -1.031
C 3.999 -1.226 1.585  1.661
S 2.981 0.248 1.545  0.602
O 3.050 0.746 0.143  -0.793
C 3.891 1.361 2.593  0.253
C 5.140 1.858 2.254  -0.652
C 5.782 2.717 3.127  -0.955
C 5.195 3.082 4.343  1.073
C 5.913 3.991 5.309  -1.515
C 3.934 2.580 4.656  -1.023
C 3.276 1.722 3.785  -0.260
H 0.446 -9.404 2.142  0.392
H 2.127 -9.132 2.589  0.269
H 1.687 -9.271 0.889  0.389
H -0.474 -7.396 3.210  0.398
H -0.786 -4.948 3.165  0.463
H 2.396 -4.577 0.326  0.555
H 2.706 -7.051 0.366  0.428
H -0.748 -2.305 3.987  0.521
H -0.129 -1.448 6.217  0.430
H 1.585 -0.624 7.768  0.459
H 3.938 -0.080 8.250  0.414
H 5.685 -0.460 6.535  0.490
H 5.090 -1.367 4.334  0.540
H 3.336 -4.409 4.048  0.512
H 4.535 -6.532 3.852  0.476
H 6.261 -6.848 2.097  0.431
H 6.799 -5.010 0.544  0.458
H 6.421 -2.717 -0.250  0.428
H 5.171 -0.587 -0.108  0.526
H 5.587 1.577 1.306  0.471
H 6.758 3.115 2.872  0.369
H 6.733 4.522 4.825  0.383
H 6.335 3.410 6.135  0.284
H 5.233 4.725 5.741  0.377
H 3.460 2.861 5.590  0.493
H 2.290 1.335 4.028  0.549